{
  "formula": "C30H33CoFN3O7",
  "method": "ωB97M-V with the def2-TZVPD basis set",
  "elements": ["Co", "C", "C", "C", "C", "C", "C", "C", "F", "C", "C", "C", "O", "C", "C", "N", "C", "C", "O", "O", "H", "H", "H", "H", "H", "H", "H", "H", "H", "H", "H", "C", "O", "C", "C", "O", "C", "H", "H", "H", "H", "H", "H", "H", "H", "H", "H", "C", "N", "N", "C", "O", "C", "C", "C", "C", "C", "C", "C", "C", "C", "H", "H", "H", "H", "H", "H", "H", "H", "H", "H", "H", "H", "O", "C"],
  "coordinates": [[-0.93297, -1.17792, 1.37199], [5.78435, 1.71297, 0.94737], [5.34048, 1.02397, -0.32828], [6.36284, 0.01760, -0.82838], [5.94319, -0.50997, -2.18815], [4.53475, -1.03577, -2.14393], [4.10190, -1.95204, -3.07350], [2.80721, -2.46512, -3.01584], [2.43450, -3.34913, -3.94068], [1.92808, -2.10470, -2.03647], [2.34320, -1.17427, -1.07392], [1.44757, -0.80124, -0.00305], [0.27182, -1.32711, -0.00286], [1.91990, 0.10115, 0.94636], [3.19096, 0.63893, 0.79551], [4.02089, 0.31922, -0.17758], [3.63639, -0.62601, -1.13419], [1.13911, 0.58570, 2.11898], [1.55480, 1.48971, 2.80690], [0.01667, -0.03852, 2.42790], [6.77622, 2.12584, 0.77113], [5.85931, 1.01038, 1.77917], [5.14275, 2.54500, 1.23378], [5.17609, 1.77316, -1.10860], [6.45747, -0.79571, -0.10333], [7.33198, 0.50989, -0.89342], [6.61248, -1.29904, -2.52927], [6.00412, 0.29405, -2.92761], [4.76659, -2.29732, -3.85536], [0.93490, -2.52450, -2.00138], [3.51348, 1.37239, 1.51851], [-2.44755, -2.35988, -0.94205], [-1.99360, -2.56244, 0.41412], [-1.43073, -3.87107, 0.59745], [-0.95208, -3.93703, 2.02025], [-0.09929, -2.79512, 2.20854], [0.51292, -2.75504, 3.51723], [-3.30020, -3.01496, -1.11556], [-1.63822, -2.59156, -1.63404], [-2.74041, -1.32096, -1.02962], [-0.60037, -4.00192, -0.10080], [-2.19695, -4.62290, 0.40456], [-0.37918, -4.84699, 2.20121], [-1.78464, -3.89448, 2.72938], [1.13790, -3.63922, 3.62895], [-0.25426, -2.73938, 4.29396], [1.11132, -1.85441, 3.56982], [-4.27515, 4.16711, -0.16027], [-3.24181, 3.28099, 0.35763], [-3.18813, 1.94732, 0.04460], [-2.18296, 1.37223, 0.76017], [-1.93962, 0.11793, 0.51230], [-1.63335, 2.36371, 1.58015], [-2.32585, 3.53081, 1.29879], [-2.17225, 4.88121, 1.90041], [-3.92087, 1.36616, -1.03859], [-3.58682, 1.69088, -2.34505], [-4.30761, 1.12205, -3.38443], [-5.33942, 0.23382, -3.11076], [-5.66111, -0.08529, -1.79796], [-4.95343, 0.48661, -0.75136], [-5.08722, 3.56878, -0.56157], [-3.87675, 4.80746, -0.94551], [-4.65658, 4.77701, 0.65495], [-0.84560, 2.26962, 2.30076], [-1.32212, 4.88553, 2.57692], [-3.06213, 5.15727, 2.46868], [-2.01297, 5.63943, 1.13332], [-2.77295, 2.37688, -2.54401], [-4.06361, 1.37331, -4.40747], [-5.90191, -0.20364, -3.92437], [-6.47616, -0.76481, -1.58857], [-5.20613, 0.26982, 0.27855], [-3.03947, -0.82441, 3.69806], [-2.31372, -1.04208, 2.87943]],
  "forces_ev_per_a": [[-0.080, -0.215, 0.474], [0.006, -0.002, 0.003], [-0.006, -0.004, 0.002], [-0.011, 0.001, 0.002], [0.000, 0.007, -0.004], [-0.018, -0.003, 0.014], [-0.009, -0.009, 0.006], [0.002, 0.016, 0.017], [-0.007, -0.008, -0.009], [0.011, 0.008, -0.025], [0.032, 0.004, 0.002], [-0.019, 0.026, -0.002], [0.003, 0.013, -0.066], [-0.048, 0.039, -0.055], [-0.019, 0.016, -0.014], [0.011, -0.008, -0.010], [0.000, -0.008, -0.016], [0.083, -0.068, 0.168], [-0.076, -0.007, -0.060], [-0.010, 0.111, -0.114], [0.001, 0.003, 0.000], [-0.005, -0.002, -0.001], [0.008, -0.001, 0.001], [0.006, 0.006, 0.005], [0.003, 0.001, 0.001], [-0.003, 0.004, -0.001], [0.001, -0.003, 0.004], [0.005, -0.003, -0.002], [0.000, 0.001, 0.000], [0.001, -0.007, -0.001], [-0.011, -0.009, 0.003], [-0.032, 0.026, -0.048], [-0.185, -0.017, 0.088], [0.107, -0.009, 0.044], [-0.021, -0.039, -0.031], [-0.033, 0.257, -0.043], [-0.007, -0.040, 0.053], [0.021, -0.020, 0.002], [0.000, 0.027, -0.003], [-0.003, 0.004, -0.015], [-0.002, 0.013, 0.007], [0.002, -0.003, 0.008], [0.004, -0.003, -0.023], [0.005, 0.011, 0.011], [-0.010, -0.008, -0.019], [-0.006, 0.007, -0.014], [-0.001, -0.001, 0.001], [0.012, 0.000, -0.020], [-0.065, -0.011, 0.084], [0.122, -0.016, -0.037], [0.019, -0.111, -0.142], [0.017, 0.173, -0.089], [-0.045, -0.058, 0.023], [-0.018, 0.020, 0.013], [0.003, 0.008, 0.007], [-0.033, 0.010, -0.011], [0.033, -0.035, 0.000], [0.009, 0.008, -0.002], [-0.001, -0.002, 0.007], [-0.018, -0.013, -0.006], [-0.027, 0.036, 0.001], [-0.013, -0.008, 0.003], [-0.003, -0.010, -0.009], [0.010, 0.003, -0.006], [0.131, -0.077, 0.055], [0.003, 0.006, -0.001], [0.000, 0.000, 0.001], [0.000, -0.001, 0.003], [0.002, 0.007, 0.010], [-0.001, -0.002, -0.003], [-0.002, -0.002, -0.001], [0.001, -0.002, 0.000], [0.008, -0.008, 0.012], [0.019, -0.039, -0.065], [0.149, 0.015, -0.171]],
  "lowdin_charge": [0.61, -0.03, -0.28, -0.13, -0.11, -0.11, 0.08, -0.24, 0.11, 0.08, -0.04, -0.21, -0.03, 0.00, 0.06, 0.06, -0.05, -0.52, 0.12, -0.10, 0.10, 0.10, 0.09, 0.17, 0.14, 0.13, 0.13, 0.14, 0.15, 0.12, 0.14, 0.00, -0.26, -0.12, -0.12, -0.26, 0.00, 0.12, 0.10, 0.08, 0.14, 0.15, 0.15, 0.14, 0.11, 0.11, 0.10, 0.05, -0.03, 0.06, -0.31, -0.08, 0.09, -0.22, 0.02, -0.23, 0.00, -0.05, -0.05, -0.06, -0.01, 0.10, 0.11, 0.10, 0.11, 0.10, 0.10, 0.10, 0.13, 0.12, 0.12, 0.12, 0.13, 0.27, 0.11],
  "mol_weight_g_mol": 625.5,
  "gap_ev": [7.726, 7.726],
  "lumo_ev": [-6.1, -6.1],
  "e_above_lowest_kj_mol": 6.33,
  "energy_ev": -90780.351,
  "charge": 2,
  "homo_ev": [-13.8715, -13.8715]
}

---

{
  "formula": "C30H33F5N5O6P",
  "method": "ωB97M-V with the def2-TZVPD basis set",
  "elements": ["C", "O", "C", "C", "C", "C", "O", "C", "P", "O", "O", "O", "C", "C", "F", "F", "C", "F", "F", "F", "C", "O", "H", "H", "H", "H", "H", "H", "H", "H", "C", "C", "C", "N", "C", "H", "H", "H", "H", "H", "C", "C", "C", "N", "C", "H", "H", "H", "H", "H", "C", "C", "C", "N", "C", "H", "H", "H", "H", "H", "C", "C", "C", "N", "C", "H", "H", "H", "H", "H", "C", "C", "C", "N", "C", "H", "H", "H", "H", "H"],
  "coordinates": [[1.33588, -2.41021, -3.39305], [2.60467, -3.02549, -3.31746], [3.52376, -2.28816, -2.57258], [3.26084, -2.36218, -1.09070], [2.56396, -3.36003, -0.54586], [2.38958, -3.34024, 0.92355], [2.48426, -4.30777, 1.63361], [2.17170, -1.93760, 1.47022], [0.92520, -1.83772, 2.77443], [0.06842, -3.02757, 2.69311], [0.03310, -0.51550, 2.61388], [1.67305, -1.72109, 4.15354], [2.87351, -0.93526, 0.93037], [2.74579, 0.51336, 1.33161], [2.59025, 0.66839, 2.64921], [3.88226, 1.14903, 0.97533], [1.57473, 1.25609, 0.56742], [0.71224, 1.80935, 1.42098], [2.07165, 2.21757, -0.22734], [0.91332, 0.37931, -0.22140], [3.82013, -1.32881, -0.18754], [4.94038, -0.89637, -0.29775], [1.35084, -1.55282, -4.05971], [0.65140, -3.13766, -3.80478], [0.95633, -2.12849, -2.41719], [4.50830, -2.70239, -2.76097], [3.56056, -1.25352, -2.91181], [2.17413, -4.17088, -1.13377], [-0.53480, -0.66837, 1.84735], [1.06641, -2.05849, 4.82154], [-3.30339, -2.30856, -2.49472], [-2.69559, -3.08132, -1.46902], [-1.67012, -2.33757, -0.95307], [-1.63392, -1.14383, -1.62754], [-2.62807, -1.11936, -2.56630], [-4.14134, -2.59546, -3.10777], [-2.97874, -4.06900, -1.14813], [-0.96299, -2.55519, -0.16739], [-0.97953, -0.40193, -1.46215], [-2.76609, -0.25974, -3.20036], [-2.30228, 3.96895, 4.38596], [-2.47926, 4.05958, 2.97962], [-1.83858, 2.98708, 2.41959], [-1.28297, 2.25122, 3.43086], [-1.56158, 2.84283, 4.63191], [-2.67857, 4.65060, 5.12982], [-3.01549, 4.82339, 2.44391], [-1.73291, 2.68559, 1.39145], [-0.75087, 1.40804, 3.30975], [-1.21134, 2.41375, 5.55484], [-4.83353, 1.54762, -7.46945], [-3.45358, 1.20693, -7.46066], [-3.21958, 0.48296, -6.32297], [-4.40304, 0.37698, -5.64387], [-5.39181, 1.01999, -6.33661], [-5.35519, 2.11398, -8.22196], [-2.71923, 1.46240, -8.20551], [-2.31850, 0.03435, -5.94109], [-4.52834, -0.10174, -4.77209], [-6.40158, 1.04667, -5.96574], [-7.37139, 4.23801, 2.55463], [-6.01365, 3.82126, 2.48116], [-5.74803, 3.08716, 3.60616], [-6.89340, 3.04609, 4.35367], [-7.88670, 3.74462, 3.72231], [-7.90631, 4.83224, 1.83316], [-5.31364, 4.03545, 1.69245], [-4.84988, 2.59473, 3.93573], [-6.98917, 2.57651, 5.23338], [-8.86845, 3.82845, 4.15515], [8.63726, -1.39617, 0.21426], [9.98715, -1.48514, 0.65131], [9.97374, -1.48825, 2.02009], [8.66954, -1.40475, 2.42536], [7.84888, -1.34949, 1.33181], [8.28567, -1.36885, -0.80307], [10.86588, -1.53953, 0.03135], [10.77512, -1.54299, 2.73621], [8.36216, -1.38510, 3.37863], [6.78141, -1.27998, 1.44069]],
  "forces_ev_per_a": [[-0.134, -0.234, -0.212], [0.006, -0.271, 0.068], [0.363, 0.041, 0.005], [-0.465, -0.431, -0.275], [0.177, 0.474, 0.089], [0.182, -0.307, 0.108], [-0.169, 0.347, -0.152], [0.300, 0.753, 0.506], [-1.010, -1.777, 0.194], [-0.029, 0.184, -0.320], [0.828, 0.203, -0.161], [0.261, 0.811, -0.276], [-0.323, -0.590, 0.239], [0.698, 0.231, -0.690], [-0.219, -0.051, 0.292], [-0.050, 0.147, 0.255], [0.244, 0.644, -0.013], [0.351, -0.141, -0.580], [-0.433, -0.578, 0.409], [-0.139, 0.179, 0.091], [0.216, 0.204, -0.049], [-0.320, 0.015, -0.108], [0.103, 0.324, -0.061], [-0.151, -0.214, -0.119], [-0.043, 0.174, 0.258], [0.229, -0.108, -0.121], [-0.050, 0.321, 0.065], [-0.017, -0.317, -0.075], [-0.420, 0.076, 0.029], [0.002, -0.195, 0.425], [-0.007, 0.027, -0.029], [-0.001, -0.028, -0.005], [0.145, 0.132, 0.045], [-0.022, -0.041, 0.036], [0.023, 0.015, -0.043], [-0.008, -0.020, -0.001], [-0.006, -0.007, 0.013], [-0.040, -0.068, 0.021], [0.002, 0.033, -0.010], [0.022, 0.025, 0.013], [0.012, -0.001, 0.040], [0.055, 0.007, -0.024], [-0.014, -0.038, 0.023], [-0.071, 0.019, 0.035], [-0.018, -0.026, -0.027], [-0.006, 0.014, 0.002], [-0.016, 0.022, 0.006], [-0.022, 0.038, 0.004], [0.029, -0.001, 0.041], [0.008, 0.016, 0.017], [-0.004, 0.001, -0.009], [0.005, 0.002, -0.011], [-0.001, -0.001, 0.055], [0.008, -0.004, -0.017], [0.015, 0.001, 0.029], [-0.005, 0.005, -0.010], [0.007, 0.002, -0.010], [0.011, -0.011, -0.015], [-0.038, -0.046, 0.017], [-0.012, 0.013, -0.005], [0.010, 0.007, -0.020], [-0.027, 0.000, -0.004], [-0.084, -0.031, 0.020], [0.002, 0.011, -0.046], [0.003, -0.032, 0.041], [-0.005, 0.007, -0.007], [0.017, -0.005, -0.016], [0.049, 0.043, -0.013], [-0.001, -0.021, 0.040], [-0.010, 0.015, -0.005], [0.004, -0.014, -0.022], [0.006, 0.000, -0.006], [-0.016, 0.004, 0.032], [0.028, -0.019, -0.064], [0.000, -0.004, 0.080], [-0.014, 0.007, -0.007], [0.010, -0.001, -0.006], [0.019, 0.003, -0.006], [-0.013, -0.002, 0.040], [-0.019, 0.038, -0.034]],
  "lowdin_charge": [-0.09, -0.16, -0.17, -0.10, 0.09, -0.35, 0.15, -0.06, 0.45, -0.24, -0.12, -0.07, 0.00, -0.39, 0.15, 0.14, -0.49, 0.16, 0.18, 0.14, -0.26, 0.16, 0.09, 0.10, 0.06, 0.15, 0.14, 0.15, 0.09, 0.10, -0.10, -0.10, -0.14, 0.01, -0.14, 0.09, 0.10, 0.10, 0.12, 0.09, -0.12, -0.12, -0.15, 0.01, -0.14, 0.09, 0.09, 0.10, 0.10, 0.10, -0.11, -0.11, -0.15, 0.00, -0.14, 0.09, 0.09, 0.10, 0.12, 0.11, -0.11, -0.12, -0.14, 0.00, -0.15, 0.09, 0.08, 0.10, 0.14, 0.10, -0.11, -0.11, -0.15, 0.00, -0.14, 0.09, 0.09, 0.10, 0.14, 0.09],
  "mol_weight_g_mol": 685.6,
  "gap_ev": 6.066,
  "smiles": "COCC1=CC(=O)C(P(=O)(O)O)=C(C(F)(F)C(F)(F)F)C1=O.c1cc[nH]c1.c1cc[nH]c1.c1cc[nH]c1.c1cc[nH]c1.c1cc[nH]c1",
  "lumo_ev": -2.1,
  "energy_ev": -74256.268,
  "homo_ev": -8.1329
}

---

One value per record, in order, for max |F|: 0.53; 2.05 eV/Å.